## one
{"formula": "C8H28O10", "method": "ωB97M-V/def2-TZVPD", "elements": ["O", "H", "H", "O", "H", "H", "C", "C", "O", "O", "H", "H", "H", "H", "H", "H", "C", "C", "O", "O", "H", "H", "H", "H", "H", "H", "C", "C", "O", "O", "H", "H", "H", "H", "H", "H", "C", "C", "O", "O", "H", "H", "H", "H", "H", "H"], "positions_angstrom": [[-1.48, -1.52, -2.97], [-1.60, -2.48, -2.82], [-2.34, -1.23, -3.29], [-0.83, 0.09, -1.02], [-0.96, -0.47, -0.28], [-1.01, -0.48, -1.77], [0.13, -0.27, 2.12], [1.16, -0.20, 3.26], [2.21, 0.54, 2.73], [-0.87, -1.12, 2.58], [0.70, -0.86, 1.35], [-0.32, 0.73, 1.86], [1.59, -1.10, 3.57], [0.75, 0.22, 4.09], [2.62, 0.98, 3.46], [-1.32, -0.66, 3.32], [0.98, 4.38, -0.38], [0.45, 2.90, -0.25], [0.20, 2.45, -1.54], [1.78, 4.68, 0.78], [0.11, 5.04, -0.40], [1.57, 4.46, -1.29], [-0.51, 3.12, 0.19], [1.09, 2.19, 0.27], [-0.31, 1.63, -1.39], [2.66, 4.53, 0.52], [3.31, -0.93, -2.35], [2.00, -0.69, -1.69], [2.14, 0.02, -0.51], [3.15, -1.66, -3.62], [3.98, -1.56, -1.69], [3.70, 0.11, -2.57], [1.50, -1.67, -1.45], [1.34, -0.08, -2.24], [1.27, 0.05, -0.18], [3.03, -1.00, -4.40], [-2.97, -1.48, 0.14], [-3.99, -2.31, 0.87], [-3.78, -2.48, 2.28], [-1.73, -2.15, 0.24], [-2.88, -0.49, 0.59], [-3.37, -1.38, -0.88], [-4.01, -3.30, 0.39], [-4.90, -1.81, 0.71], [-2.89, -2.81, 2.54], [-1.35, -1.92, 1.13]], "lowdin_charge": [-0.019, 0.086, 0.062, -0.040, -0.009, -0.007, -0.214, -0.240, -0.028, -0.089, 0.143, 0.153, 0.116, 0.095, 0.082, 0.131, -0.193, -0.256, -0.092, -0.073, 0.112, 0.111, 0.106, 0.100, 0.019, 0.055, -0.212, -0.313, -0.057, -0.127, 0.138, 0.135, 0.144, 0.095, -0.004, 0.127, -0.267, -0.231, -0.073, -0.098, 0.127, 0.123, 0.127, 0.104, 0.091, 0.058], "lumo_energy_ev": 0.2, "multiplicity": 1, "smiles": "OCCO.OCCO.OCCO.OCCO.O.O"}


## two
{"formula": "C8H28O10", "method": "ωB97M-V/def2-TZVPD", "elements": ["C", "C", "O", "O", "H", "H", "H", "H", "H", "H", "C", "C", "O", "O", "H", "H", "H", "H", "H", "H", "C", "C", "O", "O", "H", "H", "H", "H", "H", "H", "C", "C", "O", "O", "H", "H", "H", "H", "H", "H", "O", "H", "H", "O", "H", "H"], "positions_angstrom": [[-0.14, -5.09, -1.63], [0.31, -4.95, -3.07], [-0.73, -4.46, -3.89], [0.74, -5.74, -0.79], [-1.13, -5.55, -1.65], [-0.26, -4.05, -1.32], [0.51, -5.99, -3.33], [1.26, -4.49, -3.34], [-0.83, -3.54, -3.62], [0.79, -6.67, -1.02], [-3.67, 0.65, 5.98], [-3.31, 0.30, 4.54], [-3.17, 1.49, 3.76], [-2.69, 1.51, 6.52], [-3.64, -0.28, 6.54], [-4.70, 0.97, 6.12], [-4.14, -0.24, 4.08], [-2.40, -0.29, 4.45], [-3.03, 1.22, 2.84], [-2.67, 2.28, 5.93], [1.53, 3.41, -4.70], [1.12, 3.68, -3.17], [0.48, 4.92, -2.98], [0.44, 2.89, -5.49], [2.29, 2.63, -4.62], [1.92, 4.33, -5.12], [1.97, 3.53, -2.50], [0.40, 2.90, -2.91], [-0.17, 4.92, -2.28], [-0.04, 3.67, -5.78], [3.44, 0.42, 3.27], [2.32, 0.86, 2.39], [2.32, -0.02, 1.27], [4.68, 0.80, 2.74], [3.37, -0.65, 3.47], [3.58, 0.85, 4.27], [2.44, 1.92, 2.18], [1.37, 0.85, 2.93], [3.10, -0.59, 1.28], [4.96, 1.65, 3.10], [-1.48, -0.46, -3.94], [-0.81, -0.02, -4.47], [-2.28, -0.40, -4.46], [-1.60, 0.43, -0.26], [-0.66, 0.24, -0.16], [-1.81, 0.13, -1.14]], "lowdin_charge": [-0.293, -0.273, -0.054, -0.036, 0.127, 0.121, 0.112, 0.124, 0.073, 0.091, -0.253, -0.242, -0.076, -0.055, 0.116, 0.116, 0.114, 0.118, 0.081, 0.076, -0.205, -0.233, -0.076, -0.079, 0.108, 0.114, 0.106, 0.107, 0.085, 0.080, -0.280, -0.240, -0.059, -0.064, 0.125, 0.123, 0.116, 0.115, 0.079, 0.091, -0.045, 0.029, 0.036, -0.055, 0.023, 0.012], "lumo_energy_ev": 0.3, "multiplicity": 1, "smiles": "OCCO.OCCO.OCCO.OCCO.O.O"}


Stability ranking, top and bottom: two is the most stable and one is the least stable.


## one
{"formula": "C5H14N3", "method": "ωB97M-V/def2-TZVPD", "elements": ["C", "C", "C", "C", "N", "C", "N", "N", "H", "H", "H", "H", "H", "H", "H", "H", "H", "H", "H", "H", "H", "H"], "positions_angstrom": [[-0.96, 1.75, 0.77], [-1.01, 1.10, -0.69], [0.32, 0.87, -1.42], [1.09, -0.45, -1.02], [0.51, -1.15, 0.11], [0.33, -2.45, 0.08], [-0.18, -3.17, 1.04], [0.33, 1.99, 1.31], [-1.45, 1.14, 1.53], [-1.43, 2.74, 0.68], [-1.54, 1.90, -1.19], [-1.66, 0.24, -0.57], [1.00, 1.66, -1.13], [0.09, 0.94, -2.47], [1.11, -1.04, -1.91], [2.11, -0.14, -0.85], [0.50, -0.63, 0.97], [0.53, -2.99, -0.82], [-0.52, -4.10, 0.82], [-0.69, -2.83, 1.84], [1.10, 2.24, 0.68], [0.41, 2.38, 2.25]], "mulliken_spin": [0.020, 0.015, 0.012, -0.005, 0.007, 0.000, 0.000, 0.815, 0.037, 0.126, 0.005, 0.013, 0.001, -0.001, 0.000, 0.000, -0.003, 0.000, 0.000, 0.000, -0.019, -0.022], "lumo_energy_ev": [-6.9, -12.0], "multiplicity": 2, "total_charge": 2}


## two
{"formula": "C5H14N3", "method": "ωB97M-V/def2-TZVPD", "elements": ["N", "C", "N", "N", "H", "H", "H", "H", "H", "H", "C", "C", "C", "C", "H", "H", "H", "H", "H", "H", "H", "H"], "positions_angstrom": [[0.08, 0.20, 1.64], [1.38, 0.86, 0.74], [1.70, 2.14, 1.09], [2.26, 0.54, -0.47], [0.03, -0.57, 0.99], [0.68, -0.16, 2.39], [0.98, 2.36, 1.79], [2.60, 2.19, 1.56], [2.16, 1.42, -0.97], [3.18, 0.57, -0.04], [-0.03, -1.00, -1.32], [-1.43, -0.98, -0.73], [-1.84, -2.06, 0.04], [-2.09, 0.33, -0.79], [-0.06, -1.47, -2.32], [0.68, -1.52, -0.67], [0.28, 0.03, -1.41], [-2.78, -2.01, 0.59], [-1.20, -2.93, 0.15], [-3.03, 0.37, -0.24], [-2.10, 0.70, -1.82], [-1.43, 0.99, -0.21]], "mulliken_spin": [0.015, 0.000, 0.001, 0.001, -0.007, 0.001, 0.000, 0.000, 0.000, 0.000, 0.034, 0.305, 0.458, 0.066, 0.032, 0.003, 0.003, 0.017, 0.029, -0.007, 0.023, 0.025], "lumo_energy_ev": [-10.0, -12.0], "multiplicity": 2, "total_charge": 2}


Stability ranking, top and bottom: one is the most stable and two is the least stable.


## one
{"formula": "H8O4", "method": "ωB97M-V/def2-TZVPD", "elements": ["O", "H", "H", "H", "O", "H", "O", "H", "H", "O", "H", "H"], "positions_angstrom": [[-2.02, 1.31, -1.46], [-2.39, 2.03, -1.03], [-2.20, 1.28, -2.41], [-0.31, -1.56, 0.07], [0.17, -2.15, 0.60], [0.74, -2.72, 0.16], [0.13, 1.75, 0.47], [-0.72, 1.68, 0.95], [-0.01, 1.17, -0.31], [2.54, -0.99, 0.96], [1.97, -1.69, 1.12], [2.09, -0.11, 0.89]], "lowdin_charge": [-0.033, 0.006, 0.062, 0.016, 0.007, 0.018, -0.078, 0.047, 0.019, -0.065, -0.047, 0.048], "lumo_energy_ev": 0.3, "multiplicity": 1, "smiles": "O.O.O.O"}


## two
{"formula": "H8O4", "method": "ωB97M-V/def2-TZVPD", "elements": ["O", "H", "H", "O", "H", "H", "O", "H", "H", "O", "H", "H"], "positions_angstrom": [[-2.21, 16.61, -24.60], [-3.06, 16.22, -24.80], [-2.23, 16.77, -23.66], [-1.38, 16.98, -20.65], [-0.95, 16.18, -20.35], [-0.83, 17.69, -20.34], [-4.91, 20.11, -20.88], [-5.08, 20.91, -21.37], [-3.96, 20.06, -20.81], [-0.57, 21.01, -18.88], [-0.79, 21.94, -18.96], [0.35, 21.01, -18.64]], "lowdin_charge": [-0.055, 0.028, 0.017, -0.049, 0.031, 0.026, -0.053, 0.027, 0.025, -0.054, 0.029, 0.028], "lumo_energy_ev": 0.5, "multiplicity": 1, "smiles": "O.O.O.O"}


## three
{"formula": "H8O4", "method": "ωB97M-V/def2-TZVPD", "elements": ["O", "H", "H", "O", "H", "H", "O", "H", "H", "O", "H", "H"], "positions_angstrom": [[-0.83, -0.70, -1.69], [-0.12, -0.06, -1.83], [-0.61, -1.44, -2.26], [2.60, 1.80, 0.30], [2.83, 2.30, 1.09], [1.67, 1.52, 0.43], [-0.01, 1.05, 0.80], [-0.75, 1.62, 0.58], [-0.37, 0.40, 1.42], [-1.19, -2.37, 0.56], [-2.13, -2.39, 0.75], [-1.09, -1.73, -0.17]], "lowdin_charge": [-0.055, 0.057, 0.064, -0.090, 0.025, -0.019, -0.042, 0.067, 0.064, -0.081, 0.031, -0.019], "lumo_energy_ev": 0.5, "multiplicity": 1, "smiles": "O.O.O.O"}


Stability ranking, top and bottom: three is the most stable and one is the least stable.


## one
{"formula": "H8O4", "method": "ωB97M-V/def2-TZVPD", "elements": ["O", "H", "H", "O", "H", "H", "O", "H", "H", "O", "H", "H"], "positions_angstrom": [[1.13, -0.03, -0.53], [0.76, -0.19, 0.35], [2.03, -0.40, -0.69], [0.65, -1.05, 1.94], [-0.11, -1.60, 2.01], [0.42, -0.44, 2.66], [-0.73, -1.45, -2.13], [-1.57, -1.05, -1.88], [-0.12, -0.96, -1.60], [-0.64, 2.74, 0.07], [-0.45, 2.17, -0.65], [-1.37, 2.26, 0.45]], "lowdin_charge": [-0.075, -0.003, 0.078, -0.022, 0.041, 0.072, -0.058, 0.029, -0.051, -0.033, -0.002, 0.024], "lumo_energy_ev": 0.1, "multiplicity": 1, "smiles": "O.O.O.O"}


## two
{"formula": "H8O4", "method": "ωB97M-V/def2-TZVPD", "elements": ["H", "H", "H", "H", "H", "H", "H", "H", "O", "O", "O", "O"], "positions_angstrom": [[-0.38, -0.03, -0.85], [-1.24, 0.42, 0.31], [-3.02, -0.86, -0.13], [-4.23, -0.62, 0.89], [1.47, 0.66, 0.38], [1.95, 1.89, -0.44], [2.34, -0.80, -0.43], [3.25, -1.36, 0.77], [-0.81, 0.72, -0.41], [-3.88, -0.46, -0.07], [1.29, 1.56, 0.15], [3.26, -1.11, -0.16]], "lowdin_charge": [0.057, -0.033, -0.015, 0.100, -0.005, 0.034, 0.044, 0.039, -0.016, -0.087, -0.044, -0.073], "lumo_energy_ev": 0.1, "multiplicity": 1, "smiles": "O.O.O.O"}


Stability ranking, top and bottom: one is the most stable and two is the least stable.


## one
{"formula": "C7H9NO3", "method": "ωB97M-V/def2-TZVPD", "elements": ["C", "C", "C", "C", "C", "C", "C", "N", "O", "O", "O", "H", "H", "H", "H", "H", "H", "H", "H", "H"], "positions_angstrom": [[-3.26, -0.28, -0.33], [-1.29, 1.48, 0.09], [0.08, 1.36, -0.55], [-0.87, -0.85, -0.87], [-1.85, -0.33, 0.07], [1.22, 1.61, 0.49], [-0.27, -2.10, -0.25], [-4.36, -0.05, -0.64], [-1.89, 2.30, 0.67], [0.19, 0.11, -1.12], [-1.77, -0.57, 1.48], [0.13, 2.19, -1.28], [-1.26, -1.12, -1.82], [1.10, 2.50, 0.95], [2.05, 1.73, -0.24], [1.28, 0.81, 1.20], [-0.44, -2.06, 0.91], [0.79, -2.31, -0.61], [-0.68, -3.08, -0.64], [-2.56, -0.45, 2.02]], "lowdin_charge": [-0.140, -0.160, -0.320, -0.319, -0.323, 0.024, -0.032, 0.166, 0.176, -0.052, -0.012, 0.167, 0.150, 0.041, 0.107, 0.085, 0.116, 0.102, 0.095, 0.127], "lumo_energy_ev": 0.4, "multiplicity": 1, "smiles": "C[C@@H]1O[C@H](C)C(=O)[C@@]1(O)C#N"}


## two
{"formula": "C7H9NO3", "method": "ωB97M-V/def2-TZVPD", "elements": ["C", "C", "C", "C", "C", "C", "C", "H", "H", "H", "H", "H", "H", "H", "H", "H", "N", "O", "O", "O"], "positions_angstrom": [[0.95, 2.01, 0.32], [-1.26, 1.41, -0.23], [-2.27, 0.53, -0.37], [-2.12, -0.80, 0.03], [-0.71, -1.21, 0.11], [0.29, -0.30, -0.04], [1.71, -0.87, -0.03], [1.99, 1.59, 0.54], [1.17, 2.60, -0.48], [0.64, 2.70, 1.06], [-1.45, 2.49, -0.53], [-3.22, 0.97, -0.62], [0.28, -2.66, 0.76], [2.03, -0.66, 1.04], [2.41, -0.11, -0.41], [1.32, -2.41, -1.11], [0.00, 1.05, -0.03], [-3.10, -1.59, 0.16], [-0.54, -2.54, 0.23], [1.88, -2.21, -0.39]], "lowdin_charge": [-0.032, -0.078, -0.004, -0.367, -0.196, -0.115, -0.193, 0.119, 0.066, 0.092, 0.160, 0.116, 0.125, 0.146, 0.109, 0.084, -0.111, 0.020, 0.071, -0.012], "lumo_energy_ev": 0.3, "multiplicity": 1, "smiles": "Cn1ccc(=O)c(O)c1CO"}


## three
{"formula": "C7H9NO3", "method": "ωB97M-V/def2-TZVPD", "elements": ["C", "C", "C", "C", "C", "C", "C", "N", "O", "O", "O", "H", "H", "H", "H", "H", "H", "H", "H", "H"], "positions_angstrom": [[2.31, -0.03, -0.59], [0.44, -1.22, 0.14], [-0.68, -1.05, -0.84], [0.17, 1.10, -0.39], [1.16, 0.14, 0.31], [-1.96, -1.63, -0.20], [-0.49, 2.09, 0.58], [3.22, -0.13, -1.27], [0.68, -2.25, 0.70], [-0.84, 0.37, -1.03], [1.54, 0.43, 1.58], [-0.49, -1.61, -1.77], [0.78, 1.66, -1.16], [-2.40, -0.86, 0.33], [-1.55, -2.47, 0.29], [-2.59, -2.19, -0.99], [-1.19, 1.69, 1.30], [-0.95, 2.97, 0.02], [0.37, 2.40, 1.29], [2.47, 0.57, 1.69]], "lowdin_charge": [-0.128, -0.280, -0.258, -0.313, -0.410, 0.010, -0.012, 0.207, 0.170, -0.048, 0.090, 0.167, 0.163, 0.067, 0.057, 0.119, 0.075, 0.103, 0.106, 0.120], "lumo_energy_ev": 0.1, "multiplicity": 1, "smiles": "C[C@@H]1O[C@H](C)C(=O)[C@@]1(O)C#N"}


Stability ranking, top and bottom: three is the most stable and one is the least stable.


## one
{"formula": "C2H11N2O2", "method": "ωB97M-V/def2-TZVPD", "elements": ["C", "N", "C", "N", "H", "H", "H", "H", "H", "H", "H", "H", "H", "O", "H", "H", "O"], "positions_angstrom": [[1.40, -2.56, 0.30], [0.90, -1.24, 0.12], [1.52, -0.11, 0.56], [1.16, 1.18, 0.37], [0.73, -3.19, 0.90], [1.66, -3.08, -0.63], [2.36, -2.45, 0.85], [0.37, -1.03, -0.74], [2.21, -0.22, 1.39], [0.24, 1.09, -0.04], [1.25, 1.96, 1.07], [-3.14, 2.26, 0.83], [-3.63, 2.86, -0.47], [-3.26, 2.07, -0.11], [-1.04, 0.68, -2.34], [-1.62, 1.22, -0.79], [-1.11, 0.55, -1.27]], "lowdin_charge": [-0.057, 0.011, -0.079, 0.160, 0.109, 0.104, 0.104, 0.139, 0.151, 0.059, 0.166, 0.069, 0.047, -0.032, 0.173, 0.004, -0.128], "lumo_energy_ev": -3.9, "multiplicity": 1, "total_charge": 1}


## two
{"formula": "C2H11N2O2", "method": "ωB97M-V/def2-TZVPD", "elements": ["C", "N", "C", "N", "H", "H", "H", "H", "H", "H", "H", "H", "H", "O", "H", "H", "O"], "positions_angstrom": [[-2.06, -0.51, 1.80], [-1.17, -0.37, 0.72], [-1.28, -1.07, -0.41], [-0.55, -0.76, -1.44], [-1.56, -0.43, 2.84], [-2.88, 0.33, 1.75], [-2.63, -1.47, 1.77], [-0.27, 0.09, 0.74], [-2.20, -1.73, -0.59], [-0.12, 0.21, -1.38], [-0.63, -1.02, -2.41], [4.29, 0.40, -0.44], [3.72, 1.12, -1.80], [3.54, 0.85, -0.91], [0.93, 2.07, 0.27], [1.88, 0.98, -0.15], [1.00, 1.34, -0.38]], "lowdin_charge": [-0.089, -0.017, -0.124, 0.167, 0.125, 0.132, 0.099, 0.118, 0.190, 0.122, 0.138, 0.100, 0.055, -0.056, 0.087, 0.035, -0.082], "lumo_energy_ev": -3.4, "multiplicity": 1, "total_charge": 1}


## three
{"formula": "C2H11N2O2", "method": "ωB97M-V/def2-TZVPD", "elements": ["C", "C", "N", "N", "H", "H", "H", "H", "H", "H", "H", "H", "H", "O", "H", "H", "O"], "positions_angstrom": [[-0.85, -0.17, 0.03], [-0.94, -0.58, -1.32], [-0.09, 0.38, -2.00], [-0.93, -1.04, 1.18], [-0.46, 0.82, 0.27], [-1.32, -1.41, -1.76], [0.76, 0.09, -1.61], [-0.22, 1.37, -1.96], [-0.09, 0.26, -3.04], [-1.60, -1.82, 1.21], [-0.25, -1.12, 1.85], [-1.44, -0.64, 4.73], [-0.33, -1.75, 4.81], [-0.63, -0.95, 4.31], [3.16, 2.30, -3.35], [3.37, 2.52, -1.94], [2.66, 2.01, -2.53]], "lowdin_charge": [-0.075, -0.053, 0.148, 0.078, 0.129, 0.082, 0.128, 0.154, 0.201, 0.118, 0.024, 0.045, 0.070, -0.084, 0.063, 0.115, -0.145], "lumo_energy_ev": -3.3, "multiplicity": 1, "total_charge": 1}


## four
{"formula": "C2H11N2O2", "method": "ωB97M-V/def2-TZVPD", "elements": ["C", "C", "N", "N", "H", "H", "H", "H", "H", "H", "H", "H", "H", "O", "H", "H", "O"], "positions_angstrom": [[0.77, 0.34, 0.73], [1.83, 0.95, 0.04], [2.09, 2.49, 0.57], [-0.25, -0.33, 0.20], [0.82, 0.22, 1.88], [2.38, 0.73, -0.87], [2.75, 2.19, 1.31], [2.67, 2.83, -0.19], [1.16, 2.72, 0.79], [-0.84, 0.16, -0.50], [-0.66, -1.20, 0.62], [-2.40, -1.22, -1.89], [-2.83, 0.05, -2.71], [-2.10, -0.27, -2.08], [-2.30, -3.18, -0.02], [-1.39, -3.60, 1.34], [-1.70, -2.87, 0.78]], "lowdin_charge": [-0.243, -0.037, 0.188, 0.105, 0.147, 0.093, 0.160, 0.155, 0.119, 0.093, 0.093, 0.074, 0.098, -0.119, 0.124, 0.060, -0.111], "lumo_energy_ev": -3.6, "multiplicity": 1, "total_charge": 1}


Stability ranking, top and bottom: two is the most stable and four is the least stable.